[1]
Density functional theory data (ωB97M-V/def2-TZVPD) for a single C24H28N2O3S molecule in a non-equilibrium geometry.

```
58
Properties=species:S:1:pos:R:3
S 4.14 -1.09 2.11
O -1.39 -0.18 -2.47
O 3.42 1.43 0.80
O 0.46 3.12 -0.48
N -2.37 -0.28 -0.43
N -0.69 2.55 -0.92
C 3.71 0.47 -0.13
C 5.41 0.09 2.63
C -5.84 -1.28 1.90
C -0.89 -2.70 -1.13
C 1.31 2.16 -0.10
C 0.25 -2.58 -0.46
C 4.38 -1.82 -0.52
C -5.93 1.86 0.39
C 2.66 2.55 0.42
C 3.66 0.67 -1.51
C -1.50 0.22 -1.32
C 3.95 -0.37 -2.37
C -4.57 -1.17 1.13
C -3.09 -1.49 -0.81
C 0.72 0.94 -0.28
C -3.40 -0.51 1.80
C -4.41 -1.60 -0.12
C -3.45 1.71 0.57
C 4.30 -1.62 -1.88
C 4.09 -0.78 0.36
C -2.24 -2.74 -0.48
C -2.65 0.41 0.82
C -4.76 1.49 -0.11
C -0.55 1.26 -0.82
H -2.79 -3.61 -0.84
H -6.85 1.71 -0.14
H -2.71 -1.27 2.18
H -3.73 0.09 2.65
H 5.07 1.11 2.44
H -2.84 2.36 -0.06
H 1.20 -2.55 -0.96
H -3.22 -1.44 -1.90
H -6.00 2.35 1.35
H -5.65 -1.77 2.86
H 2.54 3.14 1.33
H -5.21 -2.09 -0.66
H -3.60 2.21 1.53
H 6.33 -0.11 2.09
H 1.11 -0.04 -0.08
H -6.24 -0.29 2.11
H 4.64 -2.78 -0.11
H -1.69 0.69 1.28
H 4.51 -2.43 -2.56
H -2.13 -2.82 0.60
H -0.89 -2.75 -2.21
H 3.37 1.63 -1.92
H -6.58 -1.85 1.35
H 3.89 -0.20 -3.44
H 0.27 -2.51 0.61
H -4.71 1.02 -1.08
H 5.56 -0.07 3.69
H 3.18 3.17 -0.33
```

Kohn-Sham gap	9.10	eV
relative energy (zero: lowest compared OMol25 entry of this formula, charge and spin)	89.7	kcal per mole
LUMO	0.605	eV
molecular weight	424.57	g mol⁻¹
2S+1	1
SMILES string	C=CC[C@H]1CC(C)=C[C@H](CC=C)N1C(=O)c1cc(COc2ccccc2SC)on1
total charge	0



[2]
Density functional theory data (ωB97M-V/def2-TZVPD) for 9 unconnected molecules or ions with the total composition C32H84ClN4O16 in a non-equilibrium geometry.

```
137
Properties=species:S:1:pos:R:3
Cl -1.09 1.76 -1.07
O -1.92 1.01 -0.17
O -1.07 -3.63 1.34
O 3.61 -1.89 4.37
O 1.98 4.55 4.63
O -5.21 4.30 -4.47
O 1.99 1.41 -3.58
O -0.55 0.76 -2.01
O 3.95 -0.99 1.18
O -2.17 0.53 4.18
O 3.21 -7.15 0.69
O -2.17 4.37 1.67
O -1.10 -1.72 -4.03
O -1.88 2.76 -1.73
O 5.24 4.28 0.39
O 0.01 2.33 -0.34
O -4.92 -1.85 -1.79
N -5.03 1.13 -2.61
N 0.93 -0.52 3.76
N 2.85 1.60 1.30
N 0.08 -6.60 1.28
C -4.46 3.96 0.97
C -0.93 1.08 3.74
C -0.21 -0.72 -6.03
C 4.04 3.52 0.31
C -4.23 5.18 -4.95
C 2.77 0.70 0.17
C -5.79 -1.27 -0.85
C -1.80 -4.84 1.21
C -5.65 2.15 -3.45
C -1.38 -1.41 -5.38
C 3.95 -0.26 -0.05
C 2.14 -6.53 0.00
C 4.05 2.43 1.39
C -1.02 -5.92 1.96
C 1.16 -5.71 0.84
C -1.42 -2.68 0.37
C -0.07 0.07 2.93
C 2.81 -8.22 1.51
C 4.42 -2.31 0.96
C 0.71 4.65 2.58
C 2.82 0.29 -3.31
C 5.21 5.40 -0.47
C 4.45 -2.27 5.43
C -3.91 -1.02 -2.31
C -4.39 0.03 -3.33
C 1.44 -1.82 3.41
C 3.44 -0.26 -4.57
C -3.22 4.86 0.87
C 2.32 -2.47 4.47
C -3.12 0.56 3.11
C 1.85 5.26 3.40
C -4.63 3.03 -4.22
H 4.89 0.22 -0.31
H -5.09 4.13 0.09
H 4.80 5.12 -1.44
H 0.67 -0.51 4.74
H -5.02 -0.45 -4.08
H 1.88 0.08 0.22
H -6.54 -0.64 -1.34
H -1.73 -6.64 2.38
H -4.66 6.09 -5.37
H 3.68 -8.88 1.61
H -3.51 5.51 -4.19
H 1.89 -2.35 5.48
H 4.21 -0.97 -4.26
H -1.01 -0.98 -3.42
H 1.54 6.30 3.56
H -4.29 1.55 -2.05
H -4.10 0.41 3.57
H 1.20 1.37 -3.02
H -3.71 3.15 -3.65
H 1.63 -5.41 1.78
H 3.70 0.57 -2.71
H 4.03 -1.86 6.36
H 2.06 2.23 1.24
H -3.51 5.87 1.18
H 2.45 -7.94 2.50
H 4.49 -3.36 5.58
H 4.47 -2.82 1.93
H 0.67 -1.36 -5.91
H -4.09 2.94 0.86
H 0.94 3.63 2.24
H 0.47 5.22 1.69
H 2.63 -5.94 -0.78
H 2.43 -3.53 4.23
H 4.99 1.87 1.36
H 0.02 0.19 -5.46
H -3.20 1.55 2.65
H 1.56 -7.28 -0.55
H -4.39 2.47 -5.14
H 2.79 -0.87 -5.22
H -3.13 -1.69 -2.66
H 5.45 -1.88 5.29
H -5.28 -0.65 -0.11
H -0.19 4.41 3.14
H -6.32 2.78 -2.87
H -3.50 0.40 -3.87
H 2.29 -0.40 -2.66
H -3.45 -0.39 -1.54
H 1.96 -1.80 2.45
H -1.53 -2.41 -5.81
H -2.34 -0.88 -5.45
H 0.62 -2.55 3.31
H 3.99 2.87 2.39
H 3.89 0.49 -5.21
H 3.18 4.18 0.50
H -6.18 1.58 -4.22
H -1.04 2.01 3.18
H -1.05 -1.70 0.67
H 0.82 -4.87 0.23
H 1.90 5.22 5.32
H -0.70 -0.65 2.38
H 0.34 0.68 2.12
H 3.63 -0.90 -0.87
H 2.54 1.25 -0.76
H 4.57 6.20 -0.07
H -2.50 -2.51 0.37
H -2.86 -0.21 2.38
H 2.09 -8.90 1.03
H -0.27 -0.50 -7.09
H 6.24 5.75 -0.53
H -1.58 3.83 1.14
H 3.92 3.07 -0.68
H -0.33 -7.14 0.53
H -0.60 -5.50 2.89
H 5.37 -2.25 0.43
H 3.75 -2.94 0.35
H -2.92 4.87 -0.19
H -1.80 -5.11 0.15
H -1.07 -2.82 -0.66
H -2.80 -4.88 1.67
H 2.82 5.33 2.89
H -6.36 -2.09 -0.41
H -3.61 4.68 -5.70
H -4.95 4.03 1.93
H -0.33 1.41 4.58
```

Kohn-Sham gap	8.13	eV
LUMO	2.418	eV
molecular weight	816.49	g mol⁻¹
2S+1	1
total charge	-1



[3]
Density functional theory data (ωB97M-V/def2-TZVPD) for a molecular structure, C23H53ClLaP2Si in a non-equilibrium geometry.

```
81
Properties=species:S:1:pos:R:3
La 1.33 0.05 -0.52
Cl 3.76 0.02 -1.48
P 1.81 1.77 1.69
P 0.23 -1.70 -2.50
Si -3.93 -0.16 1.55
C 3.17 4.16 1.78
C -4.99 -1.45 0.63
C -4.83 1.52 1.39
C 0.50 -0.47 -3.85
C 0.49 2.59 2.67
C 1.15 -4.12 -3.41
C -1.42 -2.48 -2.39
C 3.60 1.27 3.68
C 2.93 2.97 0.84
C -2.51 -1.41 -2.49
C 2.12 -0.73 3.09
C -0.29 1.56 3.49
C 2.47 3.43 -0.55
C -0.47 3.26 1.69
C -1.52 -3.18 -1.04
C -2.21 -0.07 0.88
C 1.61 -2.93 -2.56
C 2.85 0.52 2.58
C -0.34 0.82 -3.78
C 0.33 -1.21 -5.18
C -1.03 0.00 0.42
C 2.16 -3.39 -1.20
C -3.94 -0.62 3.39
H -4.95 -0.68 3.85
H -0.01 4.07 1.12
H 1.17 -0.95 2.56
H 2.99 4.37 -0.81
H -0.82 0.99 -2.80
H 3.85 2.38 0.72
H 2.85 -2.66 -0.76
H 0.34 -0.47 -5.99
H 4.38 1.91 3.25
H 2.77 -1.61 2.94
H 3.56 0.21 1.79
H -1.48 -3.20 -3.23
H 2.40 -2.37 -3.08
H 0.31 1.69 -3.96
H 1.57 -0.19 -3.70
H -3.47 -1.61 3.53
H -1.32 3.69 2.23
H 4.04 4.70 1.41
H 2.92 1.86 4.30
H 3.37 3.84 2.81
H 0.66 -3.80 -4.33
H -0.91 -4.08 -0.97
H -6.03 -1.53 1.01
H -5.06 -1.20 -0.44
H 2.73 -4.31 -1.33
H 1.30 -1.42 0.56
H -2.49 -0.86 -3.42
H 2.04 -4.69 -3.69
H -4.88 1.81 0.32
H -0.86 2.50 1.00
H -4.27 2.30 1.93
H 0.48 -4.78 -2.84
H -2.40 -0.72 -1.65
H 1.36 -3.60 -0.47
H -3.37 0.12 3.98
H -5.86 1.53 1.77
H 1.39 3.63 -0.61
H 1.00 3.33 3.31
H 2.74 2.71 -1.34
H 0.55 1.53 -1.25
H -1.13 0.83 -4.54
H 0.32 1.09 4.26
H 1.17 -1.90 -5.34
H -3.49 -1.88 -2.40
H -0.62 -1.76 -5.21
H -1.24 -2.47 -0.26
H -4.54 -2.45 0.74
H 2.31 4.84 1.77
H -1.13 2.04 3.97
H 1.90 -0.67 4.16
H 4.09 0.52 4.32
H -2.56 -3.47 -0.84
H -0.69 0.80 2.81
```

Kohn-Sham gap	5.28	eV
LUMO	2.680	eV
molecular weight	594.07	g mol⁻¹
2S+1	1
total charge	-1



[4]
Density functional theory data (ωB97M-V/def2-TZVPD) for a single C4H5NO3 molecule in a non-equilibrium geometry.

```
13
Properties=species:S:1:pos:R:3
O -3.02 -1.33 0.06
O -0.24 0.97 0.08
O -2.32 1.21 -0.26
N 2.99 -0.85 -0.11
C -1.75 -1.07 0.03
C 1.78 -0.39 -0.43
C -1.34 0.34 -0.13
C 0.99 0.52 0.25
H 3.50 -1.39 -0.94
H 1.50 1.27 0.92
H 3.45 -0.80 0.80
H -1.86 2.13 -0.27
H -3.70 -0.59 -0.02
```

Kohn-Sham gap (alpha / beta)	7.40 / 6.86	eV
relative energy (zero: lowest compared OMol25 entry of this formula, charge and spin)	186.8	kcal per mole
LUMO (alpha / beta)	-0.086 / -0.585	eV
molecular weight	115.09	g mol⁻¹
2S+1	1
total charge	0



[5]
Density functional theory data (ωB97M-V/def2-TZVPD) for 13 unconnected molecules or ions with the total composition H26O13 in a non-equilibrium geometry.

```
39
Properties=species:S:1:pos:R:3
O 0.05 4.01 0.31
O 3.28 1.87 -1.43
O 4.57 -1.38 -0.14
O 0.03 0.22 1.58
O -2.34 3.53 1.20
O 2.06 0.96 0.79
O -3.06 -2.56 -1.42
O -0.04 0.84 -1.12
O -1.42 -0.69 -0.31
O 2.05 -2.92 -1.59
O 0.93 -2.55 3.02
O -3.77 0.96 -2.07
O -4.01 -2.58 1.30
H -3.32 -2.71 -2.33
H 0.57 3.21 0.14
H -1.09 -1.33 -0.95
H -4.14 -2.17 0.44
H 2.06 -3.48 -2.37
H -3.95 1.54 -1.33
H 2.31 1.33 1.65
H -3.19 3.93 0.98
H 1.88 -2.41 2.87
H 3.67 2.57 -0.91
H 0.83 0.81 -0.70
H -3.12 -2.33 1.54
H 2.94 -2.56 -1.55
H -0.50 3.77 1.07
H -2.07 -1.19 0.20
H -0.74 -0.29 1.32
H -0.27 1.78 -1.12
H -2.78 -1.64 -1.39
H -2.52 3.00 1.99
H 4.02 1.28 -1.62
H 2.79 0.37 0.58
H 5.20 -1.80 -0.73
H -2.83 0.75 -1.99
H 0.70 -1.90 3.69
H 4.60 -0.45 -0.39
H 0.60 0.20 0.79
```

Kohn-Sham gap	9.38	eV
relative energy (zero: lowest compared OMol25 entry of this formula, charge and spin)	104.1	kcal per mole
LUMO	-0.446	eV
molecular weight	234.19	g mol⁻¹
2S+1	1
total charge	0